# 1
Entry from OMol25: a cluster of 5 separate species, C48H68F4NO7PS2 in total at a distorted geometry (ωB97M-V/def2-TZVPD).

Properties
DFT total energy = -108529.2327 eV
SMILES = C=C[C@@H](CCCC(=O)OCC)O[C@@H]([C@@H](C)CCC)[C@@](CCCN)(CCCOC)O[C@H](S)P(O)(O)=S.Fc1ccccc1.Fc1ccccc1.Fc1ccccc1.Fc1ccccc1
Multiplicity = 1
Energy relative to the best compared isomer or geometry (same formula, charge and spin) = 0.000 eV

Each line ends with the Löwdin charge.
Element x y z (Å)
C  -2.1792  -3.3767  3.3068  0.020
C  -2.3795  -2.7351  2.1716  -0.130
C  -1.4295  -1.6773  1.6618  -0.332
C  -0.3587  -2.4234  0.8177  -0.142
C  1.0089  -1.7708  0.9086  -0.216
C  1.7420  -2.0521  2.2405  -0.069
C  3.1996  -2.3448  1.9703  -0.474
O  3.6097  -3.4705  1.8898  0.139
O  4.0604  -1.2773  1.8802  -0.030
C  4.1822  -0.6882  0.5796  -0.218
C  5.3995  -1.1858  -0.1955  -0.051
O  -2.0267  -0.7267  0.8086  -0.077
C  -2.7294  0.4169  1.3008  -0.175
C  -3.5434  0.2270  2.5994  -0.269
C  -2.8893  0.1319  3.9805  -0.052
C  -4.7316  1.1984  2.7559  -0.183
C  -5.8069  1.0692  1.6884  -0.250
C  -6.4660  -0.3197  1.6402  -0.080
C  -1.9591  1.7860  1.0750  -0.322
C  -2.9492  2.8660  0.6226  -0.101
C  -2.7075  4.3305  1.0580  -0.170
C  -1.7543  5.1783  0.2208  -0.275
N  -0.3674  5.1598  0.7100  0.005
C  -1.1763  2.2664  2.3056  -0.098
C  -0.0745  1.3149  2.7550  -0.132
C  1.2543  2.0243  3.0193  -0.221
O  1.8720  1.3833  4.1198  -0.194
C  3.1771  1.8784  4.3851  -0.095
O  -0.8659  1.5978  0.1084  -0.150
C  -1.1983  1.1822  -1.1945  -0.692
S  -0.2513  -0.3065  -1.6566  0.824
P  -0.9797  2.4740  -2.5649  0.189
O  0.0134  3.6258  -2.0947  -0.201
O  -2.3981  3.1859  -2.8424  -0.216
S  -0.3359  1.7284  -4.2454  0.251
H  -2.7302  -4.2807  3.5063  0.057
H  -1.4860  -2.9779  4.0327  0.067
H  -3.2430  -2.9317  1.5457  0.119
H  -0.8787  -1.3059  2.5229  0.120
H  -0.2708  -3.4321  1.2046  0.118
H  -0.7255  -2.4767  -0.2030  0.058
H  0.9763  -0.7059  0.7068  0.062
H  1.6110  -2.1828  0.0997  0.109
H  1.3401  -2.9268  2.7379  0.122
H  1.7254  -1.1913  2.9083  0.113
H  3.2970  -0.8173  -0.0346  0.103
H  4.2795  0.3817  0.7400  0.113
H  5.1082  -1.8096  -1.0349  0.071
H  6.1139  -1.7146  0.4247  0.082
H  5.9128  -0.3326  -0.6345  0.063
H  -3.5280  0.5168  0.5573  0.132
H  -4.0445  -0.7298  2.4569  0.116
H  -2.6706  1.0963  4.4321  0.079
H  -1.9983  -0.4691  4.0572  0.052
H  -3.6169  -0.3283  4.6466  0.089
H  -5.1972  0.9559  3.7103  0.118
H  -4.3753  2.2227  2.8526  0.109
H  -6.5713  1.8273  1.8556  0.108
H  -5.4209  1.2832  0.6938  0.086
H  -7.4881  -0.2619  1.3036  0.039
H  -5.9362  -0.9141  0.8975  0.077
H  -6.3694  -0.8349  2.5929  0.081
H  -3.9511  2.6361  0.9593  0.078
H  -3.0653  2.8930  -0.4585  0.102
H  -3.6732  4.8162  0.9097  0.111
H  -2.4939  4.4468  2.1147  0.108
H  -2.1042  6.2030  0.3378  0.107
H  -1.8658  4.9496  -0.8381  0.086
H  0.1764  5.7184  0.0592  0.066
H  -0.0118  4.2186  0.5607  0.039
H  -1.8815  2.5205  3.0926  0.118
H  -0.6774  3.1927  2.0597  0.080
H  0.1337  0.5543  2.0200  0.080
H  -0.2931  0.8066  3.6876  0.106
H  1.8995  1.9625  2.1365  0.127
H  1.0943  3.0828  3.2495  0.125
H  3.3087  1.8881  5.4637  0.084
H  3.9171  1.1821  3.9885  0.082
H  3.3201  2.8798  3.9872  0.084
H  -2.2403  0.8741  -1.2612  0.086
H  -1.2527  -1.1810  -1.6214  -0.127
H  0.9079  3.3489  -2.3451  0.079
H  -3.0315  2.4835  -3.0549  0.081
F  6.9090  1.0163  -3.2522  0.050
C  7.0073  -0.2183  -3.7890  -0.289
C  8.2153  -0.8826  -3.7235  -0.014
C  8.3095  -2.1539  -4.2699  -0.074
C  7.2063  -2.7374  -4.8780  -0.097
C  6.0022  -2.0492  -4.9351  -0.085
C  5.8953  -0.7809  -4.3833  -0.022
H  9.0647  -0.4123  -3.2527  0.085
H  9.2484  -2.6888  -4.2195  0.107
H  7.2851  -3.7278  -5.3060  0.100
H  5.1415  -2.5000  -5.4106  0.104
H  4.9633  -0.2313  -4.4103  0.117
F  11.0986  -0.2723  -2.8172  0.039
C  11.4247  0.4322  -1.7099  -0.278
C  10.5142  0.5073  -0.6755  -0.015
C  10.8538  1.2281  0.4597  -0.079
C  12.0847  1.8645  0.5408  -0.096
C  12.9820  1.7771  -0.5145  -0.083
C  12.6554  1.0520  -1.6509  -0.017
H  9.5573  0.0090  -0.7614  0.113
H  10.1547  1.2922  1.2823  0.106
H  12.3440  2.4282  1.4268  0.101
H  13.9401  2.2752  -0.4545  0.105
H  13.3422  0.9651  -2.4821  0.118
F  -8.7855  -1.2500  -0.0930  0.043
C  -9.8315  -0.4314  -0.3307  -0.286
C  -11.1109  -0.9456  -0.2775  -0.015
C  -12.1812  -0.0970  -0.5177  -0.082
C  -11.9599  1.2414  -0.8130  -0.096
C  -10.6641  1.7352  -0.8644  -0.082
C  -9.5868  0.8964  -0.6178  -0.020
H  -11.2602  -1.9929  -0.0517  0.118
H  -13.1906  -0.4824  -0.4740  0.105
H  -12.7976  1.8986  -1.0029  0.101
H  -10.4894  2.7767  -1.0978  0.105
H  -8.5687  1.2623  -0.6463  0.114
F  -2.1614  -2.9750  -1.7349  0.010
C  -2.1556  -3.8532  -2.7685  -0.271
C  -2.5160  -3.4066  -4.0219  -0.011
C  -2.5026  -4.3074  -5.0763  -0.078
C  -2.1402  -5.6300  -4.8600  -0.093
C  -1.7846  -6.0540  -3.5870  -0.080
C  -1.7860  -5.1589  -2.5274  -0.012
H  -2.7985  -2.3720  -4.1662  0.120
H  -2.7750  -3.9746  -6.0684  0.106
H  -2.1342  -6.3297  -5.6847  0.102
H  -1.5046  -7.0845  -3.4166  0.106
H  -1.5051  -5.4647  -1.5283  0.120

***

# 2
Entry from OMol25: a cluster of 3 separate species, C25H45N2O7PS in total at a distorted geometry (ωB97M-V/def2-TZVPD).

Properties
DFT total energy = -64076.0353 eV
SMILES = C=CC[PH2](CCCCCCCCCCCC)CCSc1nnco1.O=C1OCCO1.O=C1OCCO1
Multiplicity = 1

Each line ends with the Löwdin charge.
Element x y z (Å)
C  -3.0054  1.2245  3.9373  -0.052
C  -2.8482  2.1984  2.8231  -0.215
C  -2.9451  1.7066  1.2604  -0.318
P  -1.4733  0.6542  0.6503  0.750
C  -0.2419  1.3992  1.9110  -0.396
C  1.3020  0.9735  1.4302  -0.260
C  2.2219  2.3280  1.2167  -0.224
C  2.5941  3.1068  2.6104  -0.208
C  4.0825  2.7822  3.2158  -0.218
C  5.3033  2.8216  2.1218  -0.220
C  6.1304  1.4025  2.0944  -0.213
C  5.1846  0.0601  1.9814  -0.197
C  5.3409  -0.9029  3.3352  -0.214
C  5.8751  -2.4148  2.9610  -0.232
C  4.6481  -3.4498  2.5177  -0.263
C  3.7070  -3.8844  3.8073  -0.156
C  -2.5202  -0.1806  -0.7302  -0.444
C  -2.5301  -1.8368  -0.5024  -0.498
S  -3.9819  -2.4550  -1.5722  0.840
C  -3.3439  -3.2355  -3.1510  -0.453
N  -2.0166  -3.8787  -3.5052  -0.041
N  -2.0855  -4.3429  -4.8285  -0.026
C  -3.4967  -3.9914  -5.3160  -0.069
O  -4.3042  -3.2845  -4.2900  -0.138
H  -2.6025  1.4530  5.0282  0.073
H  -3.5102  0.1968  3.6955  0.064
H  -2.6061  3.3233  3.0435  0.102
H  -3.9225  1.0303  1.1830  0.094
H  -3.0386  2.6857  0.5842  0.111
H  -1.1787  -0.6601  1.2270  0.042
H  -0.6257  1.1960  -0.4050  0.017
H  -0.3508  0.9588  3.0033  0.082
H  -0.2349  2.5832  1.9248  0.092
H  1.2749  0.4377  0.3644  0.096
H  1.8197  0.2228  2.1641  0.094
H  3.1373  2.0095  0.5612  0.094
H  1.5490  3.0710  0.5721  0.095
H  1.8130  2.7382  3.4346  0.114
H  2.4132  4.2828  2.5347  0.117
H  4.0612  1.7840  3.8656  0.115
H  4.3159  3.6476  4.0029  0.111
H  6.0743  3.6667  2.4514  0.109
H  4.9244  3.1612  1.0414  0.111
H  6.7595  1.3497  3.0824  0.103
H  6.8866  1.3600  1.1946  0.107
H  5.4163  -0.5476  0.9822  0.117
H  4.0181  0.3064  1.9236  0.080
H  4.2994  -1.0521  3.8913  0.096
H  6.0569  -0.4172  4.1512  0.109
H  6.6563  -2.3535  2.0832  0.107
H  6.3757  -2.8993  3.9127  0.109
H  5.1759  -4.3835  2.0476  0.099
H  3.9718  -2.9839  1.6520  0.112
H  4.2790  -4.6558  4.5070  0.082
H  2.7772  -4.4916  3.3716  0.078
H  3.2923  -2.9670  4.4039  0.063
H  -2.0070  -0.0239  -1.7904  0.096
H  -3.6109  0.2335  -0.8258  0.061
H  -1.4850  -2.2562  -0.8761  0.106
H  -2.7068  -2.1001  0.6304  0.079
H  -3.9327  -4.2602  -6.3928  0.138
C  0.2595  5.1541  -3.5130  -0.138
C  1.0869  5.7517  -2.4216  -0.137
O  0.5466  5.1722  -1.2492  0.065
C  -0.0530  4.0044  -1.6238  -0.492
O  -0.4735  3.1653  -0.8447  0.077
O  -0.1198  3.8978  -2.9831  0.072
H  0.8229  5.0289  -4.4418  0.139
H  -0.6438  5.7374  -3.7204  0.138
H  2.1436  5.4746  -2.4985  0.139
H  1.0067  6.8417  -2.3880  0.139
C  -7.6895  -3.8010  -4.9452  -0.146
C  -7.4353  -4.7472  -6.0735  -0.150
O  -8.7306  -5.2050  -6.4124  0.063
C  -9.6117  -4.2517  -5.9897  -0.515
O  -10.7990  -4.2392  -6.2685  0.134
O  -8.9907  -3.3144  -5.2156  0.065
H  -6.9667  -2.9809  -4.9186  0.127
H  -7.6949  -4.3026  -3.9718  0.140
H  -6.9965  -4.2503  -6.9451  0.134
H  -6.7933  -5.5822  -5.7797  0.136

***

# 3
Entry from OMol25: a structure of composition C4H11N2 (ωB97M-V/def2-TZVPD).

Properties
Net charge = +1
DFT total energy = -7299.4595 eV
Multiplicity = 1
Energy relative to the best compared isomer or geometry (same formula, charge and spin) = 1.489 eV

Each line ends with the Löwdin charge.
Element x y z (Å)
C  1.9329  0.0344  -0.5522  -0.168
C  -1.5458  -1.2920  -0.1193  -0.056
C  0.6927  -0.1556  -1.1488  -0.050
C  -0.4956  -0.3799  0.4374  -0.291
N  2.4559  1.2097  -0.2636  0.174
N  -0.9186  0.8464  0.7968  0.102
H  2.4841  -0.8275  -0.1922  0.150
H  -2.0137  -0.8781  -1.0081  0.095
H  -2.3197  -1.4194  0.6391  0.101
H  -1.1430  -2.2732  -0.3506  0.092
H  0.5338  -1.1131  -1.6145  0.098
H  0.2371  0.6807  -1.6575  0.107
H  0.1862  -0.8374  1.1450  0.137
H  3.3447  1.2938  0.2080  0.136
H  2.0345  2.0597  -0.6133  0.135
H  -0.3470  1.4564  1.3577  0.113
H  -1.6593  1.2853  0.2698  0.125

***

no.,highest occupied orbital energy (Ha),Kohn-Sham gap (eV)
1,-0.29797,8.21
2,-0.28808,7.79
3,-0.48693,9.21